{
  "formula": "C39H45MnN7O3PS2",
  "method": "ωB97M-V/def2-TZVPD",
  "species": ["Mn", "O", "C", "O", "C", "C", "C", "C", "C", "C", "P", "C", "C", "C", "C", "C", "C", "C", "C", "C", "C", "C", "C", "H", "H", "H", "H", "H", "H", "H", "H", "H", "H", "H", "H", "H", "H", "N", "C", "C", "C", "C", "C", "N", "C", "H", "H", "H", "H", "C", "N", "C", "C", "O", "H", "H", "H", "H", "H", "H", "H", "C", "C", "N", "C", "S", "N", "C", "C", "H", "H", "H", "H", "H", "H", "H", "H", "H", "H", "H", "H", "C", "C", "C", "C", "N", "C", "S", "N", "C", "H", "H", "H", "H", "H", "H", "H", "H"],
  "xyz": [[-0.611390, 0.886025, 0.073724], [1.166214, 4.149112, -1.264419], [0.911697, 3.019392, -1.660166], [-0.172734, 2.373791, -1.353016], [1.865555, 2.294112, -2.581938], [2.745763, 3.079362, -3.321876], [3.578278, 2.507621, -4.268056], [3.545676, 1.134698, -4.470484], [2.698510, 0.341244, -3.715831], [1.848793, 0.905639, -2.764469], [0.722763, -0.187320, -1.816883], [1.677483, -1.725086, -1.573829], [3.047207, -1.696017, -1.323196], [3.730446, -2.865695, -1.021814], [3.052652, -4.074072, -0.957924], [1.683154, -4.109021, -1.181476], [0.997709, -2.940135, -1.473631], [-0.499170, -0.640637, -3.114509], [-0.245392, -1.601341, -4.094184], [-1.201317, -1.888381, -5.056218], [-2.417889, -1.215063, -5.061700], [-2.675830, -0.252121, -4.097971], [-1.720777, 0.035587, -3.130708], [2.743616, 4.145987, -3.139687], [4.243789, 3.129302, -4.853603], [4.183080, 0.679043, -5.218471], [2.700718, -0.729809, -3.875596], [3.586745, -0.757122, -1.363593], [4.799554, -2.834024, -0.847995], [3.592550, -4.987350, -0.737698], [1.147499, -5.049961, -1.135500], [-0.072906, -2.967998, -1.647357], [0.692586, -2.142529, -4.101337], [-0.992976, -2.634650, -5.814626], [-3.161086, -1.444089, -5.815377], [-3.622744, 0.276375, -4.091591], [-1.919304, 0.803168, -2.394169], [5.200223, 1.279571, 2.171533], [4.100043, 1.578662, 2.321393], [2.713635, 1.914121, 2.516023], [2.225495, 2.289627, 3.760856], [0.871340, 2.538365, 3.891288], [0.052532, 2.374497, 2.790548], [0.515215, 2.012445, 1.590778], [1.828257, 1.810089, 1.454706], [2.898355, 2.377063, 4.603457], [0.450921, 2.856133, 4.834769], [-1.015986, 2.544238, 2.854944], [2.193721, 1.567069, 0.463100], [-2.648506, -4.079747, -0.229152], [-2.607777, -2.626500, -0.095274], [-3.633617, -1.867424, -0.801459], [-1.658906, -2.052259, 0.628587], [-1.529338, -0.828473, 0.810263], [-2.095117, -4.411062, -1.111320], [-3.683742, -4.396482, -0.336338], [-2.226028, -4.551696, 0.656580], [-4.614431, -2.084200, -0.374765], [-3.632293, -2.139516, -1.855751], [-3.439622, -0.807948, -0.703107], [-0.946289, -2.750126, 1.084458], [-0.931138, 6.118770, 0.868366], [-1.623760, 5.652037, -0.406145], [-1.949437, 4.224995, -0.357141], [-2.993379, 3.599638, 0.147372], [-3.040303, 1.855567, 0.170159], [-4.069915, 4.214195, 0.657329], [-4.428625, 5.631534, 0.771052], [-5.482626, 5.787183, 1.854508], [-0.647641, 7.169377, 0.786568], [-0.023561, 5.533051, 1.025447], [-1.577849, 6.001155, 1.742143], [-0.939645, 5.765088, -1.242239], [-2.515802, 6.238237, -0.611552], [-1.238072, 3.606010, -0.759610], [-4.787443, 3.565501, 0.936312], [-4.818200, 5.996790, -0.180914], [-3.550839, 6.215690, 1.025641], [-6.387129, 5.230747, 1.598558], [-5.754744, 6.835391, 1.973936], [-5.104436, 5.418692, 2.809978], [3.411599, -4.559545, 5.510508], [2.503011, -4.451468, 4.329719], [1.818067, -5.489454, 3.782405], [0.967746, -5.213838, 2.687552], [0.824551, -4.007778, 2.173286], [1.538580, -2.969073, 2.679267], [1.532554, -1.409634, 2.081342], [2.341673, -3.230665, 3.773518], [0.199249, -6.333758, 2.060587], [3.618098, -5.601980, 5.737492], [2.946603, -4.103373, 6.386703], [4.355488, -4.044143, 5.321071], [1.919010, -6.491270, 4.175840], [2.862681, -2.441541, 4.126340], [-0.360567, -6.889665, 2.814387], [0.898507, -7.030983, 1.591048], [-0.478912, -5.955962, 1.300222]],
  "forces_ev_per_a": [[-0.595, 0.569, -0.031], [-0.022, -0.089, -0.082], [0.007, -0.022, 0.184], [0.119, 0.029, -0.179], [-0.044, 0.026, -0.034], [0.003, -0.022, 0.034], [-0.013, 0.023, 0.023], [0.036, -0.010, -0.047], [0.002, 0.016, -0.029], [0.035, 0.073, 0.146], [0.130, -0.486, -0.528], [-0.043, 0.004, 0.038], [-0.027, 0.000, 0.026], [0.047, 0.019, 0.004], [0.000, -0.026, 0.005], [-0.050, 0.025, 0.030], [0.057, 0.055, -0.034], [-0.146, 0.067, 0.111], [-0.017, -0.014, 0.038], [0.006, 0.006, -0.090], [0.014, -0.029, 0.045], [-0.018, 0.027, 0.020], [0.140, -0.114, -0.014], [0.005, -0.019, -0.024], [-0.012, -0.018, 0.024], [-0.015, 0.009, 0.035], [-0.006, 0.019, 0.022], [0.021, -0.031, -0.023], [-0.053, 0.022, 0.018], [-0.020, 0.026, -0.015], [0.010, 0.022, 0.025], [0.029, -0.046, -0.027], [0.001, 0.018, 0.005], [-0.008, 0.035, 0.057], [0.026, 0.010, 0.012], [0.071, -0.008, -0.011], [-0.078, 0.065, 0.026], [-0.223, 0.072, 0.032], [0.101, -0.016, -0.025], [0.144, -0.003, -0.026], [-0.002, -0.015, 0.048], [0.065, 0.123, 0.057], [-0.194, 0.041, -0.052], [0.363, -0.341, 0.170], [-0.059, 0.161, -0.062], [-0.015, 0.011, -0.006], [-0.003, -0.039, -0.007], [-0.014, -0.087, -0.012], [-0.015, -0.115, 0.001], [0.082, 0.069, -0.024], [-0.117, 0.023, -0.007], [0.015, -0.087, 0.091], [0.280, -0.009, 0.127], [-0.333, -0.112, -0.315], [-0.036, 0.031, -0.010], [-0.016, 0.001, 0.062], [0.010, 0.055, -0.033], [0.025, -0.041, -0.005], [0.027, -0.003, -0.050], [0.069, 0.140, 0.001], [0.019, -0.004, 0.043], [0.026, -0.061, -0.025], [0.039, -0.044, 0.154], [-0.121, 0.182, -0.023], [0.042, 0.009, -0.159], [0.157, 0.074, 0.182], [0.023, 0.063, 0.083], [-0.109, -0.112, 0.049], [0.024, -0.072, 0.005], [-0.031, -0.024, 0.001], [-0.034, 0.020, -0.018], [0.043, 0.004, -0.007], [0.009, 0.011, -0.064], [0.116, -0.019, -0.156], [0.085, -0.098, 0.095], [-0.029, -0.056, 0.087], [0.039, 0.034, -0.059], [-0.064, -0.015, 0.090], [0.013, 0.026, 0.037], [0.003, -0.031, -0.034], [-0.039, 0.022, -0.026], [0.020, 0.060, -0.039], [0.106, 0.001, 0.121], [-0.054, -0.150, -0.059], [0.000, 0.220, -0.031], [-0.063, -0.056, -0.021], [0.154, 0.090, 0.122], [-0.079, -0.175, 0.045], [-0.040, -0.127, -0.088], [0.033, -0.020, -0.029], [0.002, 0.008, -0.009], [0.000, 0.014, -0.024], [-0.034, -0.034, 0.013], [-0.013, 0.059, -0.007], [0.018, 0.086, 0.011], [0.019, 0.008, -0.020], [-0.043, 0.001, 0.029], [0.021, 0.017, 0.015]],
  "e_above_lowest_kcal_mol": 0.0,
  "s2": 8.76,
  "total_charge": 1,
  "spin_multiplicity": 6,
  "orbital_gap_ev": [7.84, 8.08]
}


{
  "formula": "C16H30NNiOP",
  "method": "ωB97M-V/def2-TZVPD",
  "species": ["C", "C", "C", "C", "C", "C", "C", "C", "N", "Ni", "C", "P", "H", "H", "H", "H", "H", "H", "H", "H", "C", "C", "H", "C", "C", "H", "H", "H", "H", "H", "H", "H", "H", "H", "H", "H", "H", "H", "H", "C", "C", "C", "O", "H", "H", "H", "H", "H", "H", "H"],
  "xyz": [[-2.732167, 0.107339, -3.862891], [-2.395188, -1.041581, -3.155674], [-1.547316, -1.010656, -2.030990], [-1.083660, 0.236858, -1.583395], [-1.397566, 1.381330, -2.320318], [-2.227906, 1.336737, -3.444880], [-1.351267, -2.328600, -1.314213], [-0.249997, -3.346300, -1.670843], [1.089253, -2.866940, -1.937219], [-0.125229, 0.708855, 0.169751], [-0.837723, 2.717652, -1.908692], [0.636450, 2.352350, -0.875746], [-2.830055, -1.990683, -3.468337], [-2.454359, 2.253552, -3.997617], [-3.365424, 0.047462, -4.738159], [-1.518702, 3.316810, -1.281640], [-0.504638, 3.346736, -2.747658], [-1.241360, -2.105898, -0.242028], [-2.286210, -2.894566, -1.454244], [-0.110854, -4.033175, -0.810665], [1.213034, 3.904822, -0.207971], [1.843516, 1.835023, -2.106057], [-0.534840, -3.960539, -2.547563], [1.331236, -2.118989, -3.138141], [1.913721, -2.561193, -0.797942], [0.540032, 1.656587, 1.341873], [1.745922, -2.771803, -3.922324], [0.403205, -1.664215, -3.500926], [2.054403, -1.324222, -2.915528], [2.573419, -3.403609, -0.540129], [2.550922, -1.698633, -1.026660], [1.309407, -2.308965, 0.085829], [2.187892, 2.683104, -2.706997], [2.680583, 1.398448, -1.557944], [1.430867, 1.071587, -2.769687], [1.181588, 4.684313, -0.978090], [0.575562, 4.194818, 0.633346], [2.239628, 3.764974, 0.150652], [1.072109, 1.077603, 1.264638], [-0.861137, -0.594901, 3.475778], [-1.477035, -1.016067, 2.153515], [-2.776215, -0.321859, 1.788859], [-0.539559, -0.914448, 1.140947], [-0.743131, 0.488356, 3.510455], [0.118441, -1.058718, 3.594715], [-1.489656, -0.888621, 4.313118], [-1.721061, -2.086933, 2.261665], [-2.630595, 0.754362, 1.627821], [-3.181863, -0.755080, 0.867705], [-3.517076, -0.446786, 2.580604]],
  "forces_ev_per_a": [[0.298, 0.210, 0.259], [0.086, 0.168, 0.045], [-0.594, -0.201, -0.525], [0.569, 0.263, 0.193], [-0.649, 0.132, -0.686], [0.138, -0.192, -0.145], [-0.434, -0.259, 0.855], [0.817, -0.254, -0.466], [0.006, 0.146, 0.290], [-2.091, -4.365, 0.318], [0.666, 0.760, 0.394], [-0.724, 1.247, -2.786], [0.181, 0.090, 0.034], [0.023, -0.295, 0.167], [-0.074, -0.019, 0.024], [0.009, -0.170, -0.261], [-0.377, -0.148, -0.005], [-0.091, -0.027, -0.474], [0.114, 0.131, 0.201], [-0.532, 0.187, -0.457], [0.304, 0.527, 0.091], [0.595, 0.176, -0.166], [-0.120, 0.210, 0.352], [-0.123, -0.137, -0.138], [-0.023, -0.001, 0.338], [0.777, -0.157, 1.192], [-0.019, 0.287, -0.093], [0.196, 0.056, -0.162], [-0.135, -0.052, -0.329], [0.011, 0.138, 0.086], [0.004, -0.096, 0.160], [0.116, -0.002, -0.090], [0.068, -0.105, 0.069], [0.201, 0.009, -0.236], [-0.120, 0.086, 0.222], [0.142, -0.037, 0.228], [0.134, 0.047, -0.103], [-0.163, 0.214, -0.008], [0.390, 0.265, 1.417], [-0.242, 0.227, 0.131], [0.182, -0.710, -0.032], [-0.219, 0.066, 0.108], [0.738, 1.323, -0.326], [0.092, 0.174, 0.038], [-0.046, -0.010, -0.056], [-0.094, -0.001, 0.186], [-0.063, -0.060, 0.004], [0.065, -0.020, 0.018], [0.106, 0.122, 0.107], [-0.091, 0.057, 0.022]],
  "s2": 2.01,
  "spin_multiplicity": 3,
  "orbital_gap_ev": [6.94, 6.50]
}